1.
ORCA calculation (wB97M-V/def2-TZVPD) on a gas-phase ion, C5H15N2 (charge +2) at a distorted geometry.

Properties
**Energy above the lowest of the compared OMol25 structures with the same formula, charge and spin**: 1.005 eV
**E_HOMO (spin up / spin down)**: -19.6 / -19.6 eV
**LUMO level (spin up / spin down)**: -6.402 / -11.898 eV
**Total charge**: +2
**⟨S²⟩**: 0.75
**Multiplicity**: 2
**E_tot**: -8389.304 eV

Geometry as XYZ:
```
22
C5H15N2 wB97M-V/def2-TZVPD
C -0.714 1.410 0.703
C -1.297 -0.004 0.862
C -0.248 -1.126 0.693
C 0.146 -1.448 -0.752
C 0.935 -0.458 -1.643
N 2.210 -1.043 -2.020
N -0.996 2.302 1.908
H -1.029 1.954 -0.187
H 0.359 1.406 0.532
H -2.067 -0.138 0.139
H -1.882 -0.063 1.782
H 0.620 -0.874 1.306
H -0.690 -2.009 1.153
H -0.699 -1.899 -1.265
H 0.804 -2.324 -0.652
H 0.359 -0.185 -2.527
H 1.159 0.502 -1.160
H 2.259 -1.313 -3.009
H 2.477 -1.910 -1.534
H -0.167 2.357 2.501
H -1.685 1.819 2.491
H -1.379 3.219 1.677
```

---

2.
ORCA calculation (wB97M-V/def2-TZVPD) on 2 unconnected molecules or ions with the total composition C5H15N2 at a distorted geometry.

Properties
**Energy above the lowest of the compared OMol25 structures with the same formula, charge and spin**: 5.313 eV
**E_HOMO (spin up / spin down)**: -18.3 / -17.6 eV
**LUMO level (spin up / spin down)**: -10.790 / -13.314 eV
**Total charge**: +2
**⟨S²⟩**: 0.83
**Multiplicity**: 2
**E_tot**: -8384.997 eV

Geometry as XYZ:
```
22
C5H15N2 wB97M-V/def2-TZVPD
C -1.130 -0.161 -1.152
C -0.447 0.538 -0.021
C 0.814 1.235 -0.278
C 1.990 0.254 -0.406
C 1.955 -0.860 0.714
N -1.561 -1.352 2.882
N -1.407 0.645 -2.319
H -2.037 -0.750 -0.968
H -0.392 -0.893 -1.544
H -1.165 -0.844 2.077
H -1.125 1.002 0.701
H 0.736 1.935 -1.107
H 1.064 1.833 0.599
H 2.949 0.784 -0.282
H 2.107 -0.122 -1.423
H 2.588 -0.537 1.534
H 2.308 -1.814 0.334
H -1.667 -0.854 3.773
H 0.865 -0.810 0.879
H -1.577 -2.378 2.958
H -0.595 0.994 -2.820
H -2.078 1.410 -2.305
```

---

3.
ORCA calculation (wB97M-V/def2-TZVPD) on a gas-phase ion, C5H15N2 (charge +2) at a distorted geometry.

Properties
**Energy above the lowest of the compared OMol25 structures with the same formula, charge and spin**: 2.084 eV
**E_HOMO (spin up / spin down)**: -20.3 / -20.3 eV
**LUMO level (spin up / spin down)**: -7.234 / -13.056 eV
**Total charge**: +2
**⟨S²⟩**: 0.75
**Multiplicity**: 2
**E_tot**: -8388.226 eV

Geometry as XYZ:
```
22
C5H15N2 wB97M-V/def2-TZVPD
C -2.024 -0.302 1.933
C -0.951 0.379 1.142
C 0.228 -0.572 0.991
C 1.460 -0.093 0.081
C 2.066 0.122 -2.346
N 1.028 -0.162 -1.336
N -1.576 0.600 -0.280
H -2.967 0.253 1.881
H -2.306 -1.336 1.705
H -1.972 -0.281 3.059
H -0.782 1.417 1.401
H 0.770 -0.553 1.939
H -0.028 -1.644 0.829
H 2.355 -0.687 0.307
H 1.508 0.991 0.247
H 1.578 0.599 -3.215
H 2.682 -0.812 -2.527
H 2.687 0.897 -1.922
H 0.743 -1.148 -1.473
H -0.730 0.697 -0.945
H -1.944 -0.294 -0.634
H -2.224 1.375 -0.419
```

---

4.
ORCA calculation (wB97M-V/def2-TZVPD) on 2 unconnected molecules or ions with the total composition C5H15N2O at a distorted geometry.

Properties
**Energy above the lowest of the compared OMol25 structures with the same formula, charge and spin**: 1.408 eV
**E_HOMO**: -2.8 eV
**LUMO level**: 4.137 eV
**Total charge**: -1
**E_tot**: -10454.587 eV

Geometry as XYZ:
```
23
C5H15N2O wB97M-V/def2-TZVPD
C 0.843 -0.022 -1.818
O 0.223 0.259 -0.631
C 1.542 -1.463 -1.697
N 1.929 -1.914 -3.054
H 0.096 -0.083 -2.664
H 1.654 0.698 -2.090
H 2.375 -1.263 -1.070
H 0.794 -2.110 -1.143
H 2.364 -2.842 -3.010
H 1.089 -2.012 -3.638
C -0.276 2.033 1.644
N -1.158 0.944 2.059
C -2.284 0.837 1.079
C -0.436 -0.328 2.173
H -0.758 3.010 1.744
H -0.053 1.763 0.561
H 0.643 2.079 2.225
H -2.866 0.061 1.485
H -2.885 1.741 1.102
H -1.967 0.575 0.027
H -1.167 -1.037 2.626
H 0.393 -0.226 2.907
H -0.095 -0.699 1.184
```

---

5.
ORCA calculation (wB97M-V/def2-TZVPD) on 2 unconnected molecules or ions with the total composition C5H15N2O at a distorted geometry.

Properties
**Energy above the lowest of the compared OMol25 structures with the same formula, charge and spin**: 2.878 eV
**E_HOMO**: -12.7 eV
**LUMO level**: -3.169 eV
**Total charge**: +1
**E_tot**: -10447.683 eV

Geometry as XYZ:
```
23
C5H15N2O wB97M-V/def2-TZVPD
C -2.514 0.153 -0.751
C -1.720 1.485 -0.827
C -0.509 1.663 0.135
C 0.242 0.436 0.483
C 0.652 0.146 1.790
N 1.368 -1.139 1.884
N 0.568 -0.432 -0.643
H -3.465 0.284 -0.250
H -2.151 -0.556 0.020
H -2.613 -0.240 -1.716
H -1.322 1.483 -1.900
H -2.464 2.255 -0.694
H -0.892 2.214 0.976
H 0.163 2.263 -0.339
H 0.323 0.692 2.629
H 1.902 -1.463 2.709
H 1.020 -1.910 1.543
H 1.167 -1.178 -0.417
H -0.270 -0.890 -0.898
H 1.057 0.150 -1.358
H 3.357 -1.294 -1.370
H 3.268 -2.389 -0.269
O 2.837 -1.734 -0.735
```

---

6.
ORCA calculation (wB97M-V/def2-TZVPD) on 2 unconnected molecules or ions with the total composition C5H15N2O at a distorted geometry.

Properties
**Energy above the lowest of the compared OMol25 structures with the same formula, charge and spin**: 5.543 eV
**E_HOMO**: -14.2 eV
**LUMO level**: -7.791 eV
**Total charge**: +1
**E_tot**: -10445.017 eV

Geometry as XYZ:
```
23
C5H15N2O wB97M-V/def2-TZVPD
N 0.350 -1.171 2.533
C -1.059 1.075 1.412
C 0.107 1.589 0.805
N 0.758 0.430 -0.018
C 0.061 0.988 -2.352
C -0.061 0.023 -1.197
C 0.262 -1.421 -1.552
O -0.123 -2.255 -0.462
H -0.599 -1.394 2.256
H 0.596 -1.639 3.398
H 0.417 -0.175 2.674
H -1.201 1.208 2.478
H -1.984 1.076 0.830
H 0.073 2.492 0.178
H 0.863 1.873 1.536
H 0.672 -0.306 0.697
H -0.385 0.427 -3.190
H 1.101 0.946 -2.712
H -0.305 1.999 -2.340
H -1.097 -0.040 -0.874
H -0.358 -1.721 -2.385
H 1.294 -1.604 -1.858
H 0.620 -2.398 0.141
```